No. 1
Density functional theory data (ωB97M-V/def2-TZVPD) for a molecular structure, C34H41CaN7O4S2Si at a distorted geometry.

For the energy above the lowest of the compared OMol25 structures with the same formula, charge and spin, the calculation gives 19.31 kJ/mol. As for the LUMO energy (alpha / beta): 4.10 / 4.10 eV. Its net charge is -2. The value obtained for the molecular weight is 744.04 Da. For the HOMO energy (alpha / beta), the calculation gives -1.7658 / -1.7656 eV. The value obtained for the calculated total energy is -102536.182 eV.

Cartesian coordinates (Å):
1 Ca 0.4302 -0.8244 -0.3001
2 C 0.0286 0.1757 -3.4604
3 C 1.4229 0.7915 -3.1634
4 N 1.9212 0.6305 -1.7587
5 C 3.4222 0.4201 -1.6292
6 C 3.9637 -0.8898 -2.1324
7 S 2.8866 -2.3462 -1.8837
8 C 1.9020 -2.4425 -3.3780
9 C 0.3486 -2.2794 -3.2630
10 N -0.2066 -1.0551 -2.6031
11 H -0.7818 0.9181 -3.2792
12 H 0.0103 -0.1256 -4.5202
13 H 2.2007 0.3587 -3.8302
14 H 1.2890 1.8758 -3.4365
15 H 1.6898 1.4833 -1.2608
16 H 3.9180 1.2366 -2.2271
17 H 3.6868 0.6374 -0.5836
18 H 4.0515 -0.7340 -3.2097
19 H 4.9469 -1.0401 -1.7112
20 H 2.2779 -1.9919 -4.3192
21 H 1.9423 -3.5177 -3.6272
22 H -0.1087 -2.4330 -4.2598
23 H 0.0168 -3.0477 -2.6015
24 H -1.1835 -1.2005 -2.4912
25 O 1.9241 -1.9073 1.1285
26 C 2.9340 -2.1582 1.8674
27 C 3.5308 -3.4818 2.0062
28 C 4.3430 -3.7464 3.0594
29 C 4.9747 -2.7109 3.7900
30 C 4.5144 -1.4107 3.6119
31 C 3.5372 -1.0964 2.6530
32 C 3.0309 0.2861 2.6137
33 N 2.5686 0.9316 1.5451
34 C 2.3671 2.2384 1.9146
35 C 2.6724 2.3985 3.2205
36 N 3.0335 1.1264 3.6882
37 H 3.1941 -4.3459 1.3853
38 H 4.5493 -4.7702 3.3473
39 H 5.8300 -2.9058 4.4178
40 H 5.0073 -0.5971 4.1061
41 H 1.8977 2.9210 1.1765
42 H 2.6002 3.2497 3.9080
43 H 3.2702 0.8538 4.6110
44 O -0.7818 4.0080 -2.6443
45 S -0.6481 3.5500 -1.2644
46 O 0.6538 3.0782 -0.8195
47 N -1.5696 2.1365 -1.1123
48 C -2.8958 2.1178 -1.2452
49 C -3.6704 3.2258 -1.6822
50 C -5.0412 3.2914 -1.4016
51 C -5.7279 2.1355 -0.9526
52 C -5.0382 0.8794 -0.8471
53 C -5.6970 -0.3843 -0.7307
54 C -4.9257 -1.5333 -0.6331
55 C -3.5199 -1.4087 -0.6772
56 N -2.8917 -0.2487 -0.8828
57 C -3.6172 0.8838 -0.9683
58 C -1.0828 4.7697 -0.1033
59 C -0.7452 6.1049 -0.3723
60 C -0.6690 6.9936 0.6971
61 C -0.8918 6.5264 1.9811
62 C -1.1652 5.1917 2.2198
63 C -1.3716 4.2901 1.1565
64 H -3.1026 4.0103 -2.1422
65 H -5.6061 4.2375 -1.4925
66 H -6.8022 2.2127 -0.7980
67 H -6.7878 -0.3713 -0.5950
68 H -5.4069 -2.5040 -0.4813
69 H -2.8575 -2.2477 -0.5725
70 H -0.4503 6.4023 -1.3751
71 H -0.3971 8.0134 0.4902
72 H -0.8243 7.2466 2.7979
73 H -1.1613 4.9185 3.2827
74 H -1.5707 3.2061 1.3224
75 C -0.0862 -5.3470 0.2832
76 Si -1.1773 -3.8943 0.8189
77 C -0.8844 -3.6785 2.6210
78 C -3.0312 -4.4719 0.7699
79 O -0.8722 -2.5941 -0.1351
80 H -0.1376 -6.1880 0.9623
81 H 0.9171 -4.9576 0.2792
82 H -0.2463 -5.7373 -0.7338
83 H -1.1946 -4.6140 3.1096
84 H -1.4496 -2.8334 3.0537
85 H 0.1508 -3.4585 2.8956
86 H -3.1018 -5.3256 1.4229
87 H -3.2680 -4.7864 -0.2441
88 H -3.7341 -3.7510 1.1196
89 N -1.0615 1.0856 2.5914
90 C -0.4146 0.3453 1.9107

=====

No. 2
Density functional theory data (ωB97M-V/def2-TZVPD) for a molecular structure, C36H49Cl30N2O10P3S2 at a distorted geometry.

For the energy above the lowest of the compared OMol25 structures with the same formula, charge and spin, the calculation gives 1201.59 kJ/mol. As for the LUMO energy: -0.93 eV. The value obtained for the molecular weight is 1890.44 Da. For the HOMO energy, the calculation gives -7.0858 eV. The value obtained for the calculated total energy is -486755.675 eV.

Cartesian coordinates (Å):
1 C -4.4883 -6.4822 -2.2864
2 C -3.2058 -5.7077 -1.5982
3 C -3.3371 -4.0904 -1.2472
4 C -2.0784 -3.2980 -0.5065
5 C -0.6684 -3.9596 -0.0433
6 C 0.6361 -3.3599 0.6678
7 C 0.5799 -2.0882 1.6939
8 P -0.6853 -2.7678 2.8477
9 O -2.3213 -2.7747 2.5822
10 O -0.1997 -4.1715 3.7276
11 O 1.8865 -2.3579 2.4329
12 S 1.9734 -1.7092 3.9343
13 O 3.2962 -2.2601 4.5978
14 O 2.1787 -0.0342 3.7521
15 C 0.7666 0.5080 3.7588
16 P 1.2549 2.1660 4.6680
17 N 0.0671 2.9001 5.4478
18 P 0.1983 -0.5594 5.2253
19 C -1.4371 -0.1269 6.1006
20 O 1.2635 -0.1944 6.6256
21 C 0.0581 0.5927 2.3038
22 C 0.5417 2.0313 1.7136
23 C -0.1211 3.4429 1.7315
24 O -0.2320 4.3361 2.8558
25 C -1.0902 5.4849 2.4691
26 O -2.2785 5.7060 3.0851
27 C -1.5578 0.4340 2.6037
28 S -2.6743 1.8074 3.0379
29 O -3.8482 1.3004 3.9778
30 O -3.5031 2.4003 1.8252
31 C 0.5799 -0.5167 1.1176
32 C 2.1202 -0.3085 0.5930
33 C 2.7673 0.6663 -0.4370
34 C 3.8800 1.7134 0.2939
35 C 2.1347 1.6088 -1.5542
36 C -0.2219 -0.3676 -0.3518
37 C 0.3653 -1.2495 -1.6524
38 C -0.3723 -1.0701 -3.0843
39 C -1.5815 -0.0037 -3.0141
40 N -2.1570 0.8766 -1.9934
41 C -1.4355 0.6495 -0.7204
42 C -0.5700 -5.5905 -0.4493
43 C -1.7821 -6.4211 -1.1724
44 H -5.3448 -6.4878 -1.4548
45 H -4.9416 -5.9426 -3.2199
46 H -4.2406 -7.6298 -2.4703
47 H -4.3462 -3.5172 -1.5160
48 H -2.2578 -2.1755 -0.2497
49 H 0.9402 -4.2715 1.3978
50 H 1.5881 -3.3776 -0.0547
51 H -2.7377 -2.1566 1.9260
52 H -0.8388 -4.9405 3.5237
53 H 1.8755 3.1451 3.8093
54 H 2.2963 1.9278 5.6836
55 H -0.7880 2.3577 5.2544
56 H -2.4188 -0.2546 5.4893
57 H -1.4167 0.8977 6.7148
58 H -1.5269 -0.9448 6.9718
59 H 1.0348 -0.9431 7.2794
60 H 1.7170 2.1073 1.9230
61 H 0.5598 1.9230 0.5230
62 H -1.1924 3.4033 1.2000
63 H 0.4824 4.1445 0.9584
64 H -0.6863 6.1615 1.5951
65 H -1.8353 -0.3699 3.4286
66 H -2.1047 -0.1100 1.6845
67 H -2.1802 2.9218 3.7111
68 H 2.9410 -0.2683 1.4674
69 H 2.4075 -1.3941 0.1542
70 H 3.5732 0.0508 -1.0923
71 H 3.3672 2.7100 0.6428
72 H 4.5202 1.1739 1.1078
73 H 4.6539 2.0441 -0.5539
74 H 1.1207 1.3523 -2.0493
75 H 1.9888 2.6949 -1.0741
76 H 2.8956 1.8075 -2.4545
77 H 1.2867 -1.9640 -1.6196
78 H -0.0316 -1.6666 -4.0438
79 H -2.1484 0.0974 -4.0636
80 H -1.8315 1.3924 0.1301
81 H 0.4062 -6.2194 -0.1719
82 H -1.6621 -7.5880 -1.3956
83 C -5.2855 1.2700 -4.7823
84 Cl -5.1241 2.9513 -5.3180
85 Cl -3.7617 0.6886 -4.0899
86 Cl -6.6021 1.1153 -3.6067
87 H -5.5261 0.6532 -5.6519
88 C 1.3426 8.6237 3.5961
89 Cl 0.6418 9.7603 4.7609
90 Cl 2.9551 8.1101 4.1210
91 Cl 0.2822 7.2207 3.3808
92 H 1.4396 9.1329 2.6339
93 C 4.9958 -0.5198 -3.9458
94 Cl 5.1959 -1.5536 -5.3708
95 Cl 5.2743 1.1790 -4.3656
96 Cl 3.3820 -0.7310 -3.2455
97 H 5.7367 -0.8158 -3.1988
98 C 7.0456 -1.5139 0.0030
99 Cl 8.0028 -2.9719 -0.3097
100 Cl 7.0341 -0.4599 -1.4211
101 Cl 5.3920 -1.9440 0.4720
102 H 7.5077 -0.9696 0.8306
103 C -2.9083 7.4072 -0.8903
104 Cl -2.3408 8.2507 -2.3415
105 Cl -2.2165 5.7780 -0.8071
106 Cl -2.5011 8.3311 0.5656
107 H -3.9961 7.3168 -0.9478
108 C 7.6901 3.8309 -6.0390
109 Cl 7.8221 3.1604 -4.4042
110 Cl 8.0380 2.5867 -7.2516
111 Cl 6.0793 4.5211 -6.3002
112 H 8.4283 4.6301 -6.1440
113 C -8.2434 -7.2150 -2.8494
114 Cl -7.6759 -6.3715 -4.3006
115 Cl -7.5516 -8.8441 -2.7661
116 Cl -7.8362 -6.2911 -1.3934
117 H -9.3312 -7.3053 -2.9068
118 C -7.8635 -2.4807 -3.4997
119 Cl -8.5642 -1.3441 -2.3349
120 Cl -6.2509 -2.9943 -2.9749
121 Cl -8.9238 -3.8837 -3.7151
122 H -7.7664 -1.9715 -4.4620
123 C 7.9580 -3.2417 3.7124
124 Cl 8.2372 -1.7048 2.8762
125 Cl 6.2374 -3.6638 3.6803
126 Cl 8.9288 -4.5322 2.9833
127 H 8.2650 -3.1271 4.7552
128 C -0.7342 2.6357 -6.2305
129 Cl 0.8828 2.9530 -6.8817
130 Cl -1.8396 2.1406 -7.5238
131 Cl -0.6634 1.3977 -4.9649
132 H -1.1144 3.5597 -5.7874

=====

No. 3
Density functional theory data (ωB97M-V/def2-TZVPD) for a single C9H12S2 molecule at a distorted geometry.

For the energy above the lowest of the compared OMol25 structures with the same formula, charge and spin, the calculation gives 629.12 kJ/mol. As for the LUMO energy: -1.23 eV. The SMILES is C=S(=C)(S)Cc1ccccc1. The value obtained for the molecular weight is 184.33 Da. For the HOMO energy, the calculation gives -8.0337 eV. The value obtained for the calculated total energy is -31191.580 eV.

Cartesian coordinates (Å):
1 C 0.9736 0.0796 1.7934
2 S 1.8561 0.3888 0.3292
3 C 1.7006 2.0686 -0.1011
4 S 3.6814 -1.0738 -0.5362
5 C 0.8741 -0.4232 -0.9487
6 C -0.5511 -0.3920 -0.5741
7 C -1.2807 0.6876 -0.9824
8 C -2.6488 0.6980 -0.7295
9 C -3.2575 -0.3812 0.0065
10 C -2.4944 -1.4272 0.4454
11 C -1.1157 -1.4851 0.1343
12 H 1.0121 -0.9031 2.2550
13 H 1.5714 0.8549 2.5150
14 H 2.3072 2.4190 -0.9400
15 H 1.9921 2.8074 0.7181
16 H 4.7234 -0.5643 0.3501
17 H 1.0568 0.2024 -1.8607
18 H 1.3015 -1.3827 -0.9923
19 H -0.6735 1.4301 -1.3992
20 H -3.3650 1.4123 -1.0953
21 H -4.2752 -0.2774 0.1287
22 H -2.8097 -2.4147 0.9749
23 H -0.5787 -2.3240 0.5092

=====

> The lowest calculated total energy belongs to which entry?

C36H49Cl30N2O10P3S2